Record 1
This record from the OMol25 dataset describes a structure of composition C21H49AlClNO17PS4 in a non-equilibrium geometry. The level of theory is ωB97M-V with the def2-TZVPD basis set.

Structure (XYZ):
```
95
Properties=species:S:1:pos:R:3:lowdin_charge:R:1
C 0.64 2.47 0.33 0.00
C 0.20 3.78 -0.25 -0.54
O 1.02 4.56 -0.74 0.04
N -1.17 4.08 -0.16 0.00
C -1.42 5.42 0.21 -0.50
C -1.74 6.46 -0.84 -0.04
O -1.38 5.76 1.38 0.07
Al -2.29 3.17 -1.39 0.19
C -3.51 1.89 -0.43 -0.27
C -4.67 2.61 0.30 -0.28
C -5.93 2.52 -0.54 -0.20
C -7.17 3.19 0.06 -0.17
O -6.86 4.15 1.10 -0.03
C -6.87 5.43 0.71 -0.36
O -6.99 6.35 1.48 0.07
P -3.73 4.47 -2.76 0.37
O -4.37 3.24 -3.71 -0.48
Cl -2.52 5.45 -4.18 0.08
H 1.33 2.69 1.13 0.06
H 1.16 1.91 -0.45 0.07
H -0.19 1.89 0.70 0.07
H -2.81 6.47 -1.03 0.05
H -1.18 6.26 -1.75 0.05
H -1.46 7.42 -0.43 0.08
H -1.36 2.28 -2.36 -0.04
H -2.92 1.33 0.30 0.03
H -3.92 1.16 -1.13 0.04
H -4.41 3.65 0.46 0.08
H -4.88 2.15 1.26 0.11
H -6.17 1.47 -0.67 0.11
H -5.77 2.93 -1.54 0.07
H -7.74 3.70 -0.71 0.11
H -7.84 2.47 0.52 0.12
H -6.75 5.58 -0.37 0.14
H -3.69 2.99 -4.34 0.00
O 0.83 -0.20 -1.89 -0.28
S 0.63 -0.50 -3.27 0.56
O -0.36 -1.46 -3.67 -0.28
O 2.03 -0.93 -3.90 -0.26
C 2.75 -1.98 -3.23 -0.26
C 2.17 -3.36 -3.49 -0.07
C 0.40 0.97 -4.19 -0.13
H 2.80 -1.76 -2.16 0.11
H 3.77 -1.91 -3.63 0.12
H 1.19 -3.47 -3.04 0.06
H 2.83 -4.12 -3.06 0.08
H 2.07 -3.53 -4.56 0.08
H 1.16 1.69 -3.90 0.08
H -0.59 1.36 -3.93 0.01
H 0.45 0.74 -5.25 0.07
O -1.03 -5.28 1.24 -0.29
S -1.60 -5.22 -0.07 0.56
O -0.75 -5.12 -1.22 -0.27
O -2.70 -4.10 -0.11 -0.26
C -2.34 -2.75 0.32 -0.23
C -1.53 -2.01 -0.71 -0.08
C -2.68 -6.59 -0.30 -0.12
H -1.82 -2.81 1.28 0.11
H -3.29 -2.25 0.49 0.12
H -0.54 -2.45 -0.85 0.07
H -1.39 -0.97 -0.40 0.08
H -2.03 -2.02 -1.68 0.08
H -3.34 -6.66 0.56 0.07
H -2.06 -7.48 -0.38 0.07
H -3.24 -6.45 -1.21 0.07
O 4.10 -8.50 3.32 -0.28
S 4.31 -7.75 2.12 0.56
O 5.22 -6.65 2.12 -0.27
O 2.91 -7.28 1.55 -0.26
C 2.01 -6.57 2.43 -0.24
C 2.42 -5.12 2.63 -0.07
C 4.73 -8.83 0.80 -0.13
H 1.93 -7.10 3.39 0.11
H 1.03 -6.60 1.96 0.10
H 3.36 -5.05 3.18 0.07
H 1.65 -4.60 3.19 0.08
H 2.56 -4.63 1.67 0.09
H 4.02 -9.66 0.78 0.07
H 5.74 -9.20 1.00 0.07
H 4.70 -8.28 -0.13 0.07
O 3.44 3.53 1.74 -0.26
S 4.84 3.38 1.96 0.57
O 5.41 2.08 2.16 -0.28
O 5.26 4.32 3.18 -0.27
C 4.50 4.20 4.40 -0.25
C 4.88 2.97 5.20 -0.08
C 5.73 4.22 0.70 -0.12
H 3.44 4.23 4.17 0.12
H 4.74 5.11 4.96 0.12
H 4.58 2.06 4.68 0.07
H 4.37 2.99 6.16 0.08
H 5.95 2.93 5.36 0.08
H 5.31 5.21 0.58 0.08
H 5.61 3.64 -0.21 0.08
H 6.78 4.26 0.99 0.07
```

Calculated values
Energy in eV: -130621.2400
Multiplicity: 1
Charge: -1

=====

Record 2
This record from the OMol25 dataset describes a structure of composition C8H6Cl3N3O6RhS. The level of theory is ωB97M-V with the def2-TZVPD basis set.

Structure (XYZ):
```
28
Properties=species:S:1:pos:R:3:nbo_charge:R:1
Rh 1.30 1.51 0.19 1.00
O 1.90 0.78 3.95 -0.35
N 2.10 1.02 2.81 0.30
O 0.97 1.13 2.09 -0.60
Cl 6.70 0.47 0.41 0.08
C 5.91 2.04 0.24 -0.21
Cl 6.37 2.81 -1.28 0.09
Cl 6.32 3.08 1.61 0.09
C 4.46 1.82 0.24 0.31
N 3.33 1.65 0.23 -0.26
O 1.30 2.84 -0.93 -0.71
N -0.76 1.48 -0.06 -0.80
C -1.49 0.23 -0.27 0.18
C -0.83 -0.89 -0.74 -0.27
C -1.55 -2.06 -0.97 -0.17
C -2.91 -2.11 -0.72 -0.30
C -3.56 -0.98 -0.23 -0.18
C -2.85 0.19 -0.01 -0.27
S -3.85 -3.60 -1.09 2.42
O -4.22 -3.42 -2.49 -1.02
O -4.97 -3.55 -0.16 -1.02
O -2.90 -4.68 -0.85 -1.02
H -1.11 1.94 0.77 0.40
H -0.87 2.12 -0.84 0.42
H 0.23 -0.85 -0.94 0.21
H -1.05 -2.96 -1.33 0.24
H -4.62 -1.05 -0.02 0.24
H -3.35 1.07 0.38 0.20
```

Calculated values
Energy in eV: -76555.9277
Multiplicity: 1
Charge: -1

=====

What is the energy in the first record? -130621.2400 eV